one) A molecular structure, C8H15NO. Source: OMol25; level of theory: ωB97M-V with the def2-TZVPD basis set.

Structure (XYZ):
```
25
Properties=species:S:1:pos:R:3
C 1.07192 -0.17482 0.46765
C -1.96267 0.14717 0.31338
C -0.29445 0.06973 -1.70633
C 1.07238 0.25394 1.93687
C 2.50648 -0.17424 -0.07671
C 0.19108 0.74173 -0.39988
C -1.35921 -0.80903 -1.26067
C -1.78135 -2.03674 -1.30760
O -1.82452 1.22710 1.19937
N 0.32813 2.02794 -0.50043
H -1.79553 2.03635 0.66825
H 0.66840 -1.19051 0.39472
H 0.44295 2.46076 0.41546
H -2.91716 0.31594 -0.20321
H -2.07360 -0.71946 0.96829
H -0.69388 0.85562 -2.35218
H 0.52247 -0.46693 -2.19569
H 1.70644 -0.41846 2.51525
H 0.07021 0.24370 2.35817
H 1.47182 1.26222 2.04670
H 2.54882 -0.48978 -1.12002
H 2.93355 0.82583 -0.01182
H 3.12793 -0.84946 0.51156
H -1.45791 -2.73079 -2.07901
H -2.50231 -2.40782 -0.58212
```

As for the total charge: 0. As for the gap between HOMO and LUMO: 9.646 eV. The calculation puts the molar mass at 141.2 g mol⁻¹.

=====

two) C8H15NO in the gas phase. Source: OMol25; level of theory: ωB97M-V with the def2-TZVPD basis set.

Structure (XYZ):
```
25
Properties=species:S:1:pos:R:3
C -0.35692 0.75922 1.44666
C 1.63371 -1.63318 0.58897
C 0.19953 2.13446 1.57590
C -1.38476 -1.28900 0.56334
C -0.82703 -0.61030 -2.23903
C 1.19056 -0.26492 0.13235
C -0.58405 -0.02468 0.27407
C -0.51195 0.33115 -1.11432
N -0.18089 1.59123 -1.51569
O 1.96704 0.62880 -0.14346
H -0.52382 0.22119 2.36891
H 0.16036 2.21960 -0.80674
H 0.36857 1.65355 -2.36354
H 1.99869 -2.18548 -0.28196
H 2.47410 -1.50335 1.27330
H 0.86195 -2.21799 1.07712
H 0.15272 2.45537 2.61757
H 1.25827 2.17618 1.26423
H -0.34192 2.89125 0.99570
H -2.44332 -1.06461 0.41640
H -1.25259 -1.60117 1.59752
H -1.12981 -2.13065 -0.07716
H -0.70809 -1.65501 -1.96883
H -1.85479 -0.46620 -2.59205
H -0.16556 -0.41548 -3.08927
```

As for the total charge: 0. As for the gap between HOMO and LUMO (alpha / beta): 7.003 / 7.003 eV. The calculation puts the molar mass at 141.2 g mol⁻¹.

=====

Question: of the structures shown, which is the least stable? Reply: one).